1.
C4H9N | ωB97M-V with the def2-TZVPD basis set

Calculated values
net charge	-1
2S+1	2
LUMO (alpha / beta)	2.595 / 2.595	eV

Each line ends with the Mulliken charge.
Positions of all 14 atoms, in Å:
C1 -6.59133 1.40079 -0.33337  -0.3809
C2 -6.67250 0.08469 -0.28338  -0.4890
H1 -6.05242 1.85893 -1.15893  0.2158
H2 -7.03145 2.02217 0.43267  0.2254
H3 -6.37421 -0.71997 -0.94668  0.2452
H4 -7.28788 -0.36449 0.50164  0.1836
C3 5.02408 -1.36523 -0.37121  -0.8645
C4 5.05670 0.58774 0.93271  -0.7212
N1 5.68424 -0.16541 0.00649  -0.6769
H5 5.46820 -1.76028 -1.29312  0.2620
H6 3.94248 -1.30582 -0.63385  0.2545
H7 5.14975 -2.14737 0.41364  0.2364
H8 5.56911 1.49081 1.27208  0.2563
H9 4.11524 0.38345 1.46129  0.2533

=====

2.
C38H28AsIN10RhS | ωB97M-V with the def2-TZVPD basis set

Calculated values
net charge	+1
LUMO (alpha / beta)	-3.862 / -3.864	eV

Each line ends with the Mulliken charge.
Positions of all 80 atoms, in Å:
Rh1 -0.14515 0.02273 -0.30146  -0.2601
C1 3.76244 -5.11990 0.25918  -0.5972
C2 2.97877 -5.62725 -0.78648  -0.6636
C3 1.81482 -4.99114 -1.17939  -0.4804
C4 1.46259 -3.82451 -0.51063  0.0974
C5 0.40164 -2.85829 -0.74013  0.0454
N1 0.57436 -1.80327 0.09826  0.6081
C6 1.66067 -2.03758 0.89536  -0.8159
N2 2.15543 -1.22672 1.81091  -0.3192
C7 1.82631 0.04608 1.95061  -1.6284
C8 2.51296 0.96776 2.84176  1.0466
C9 3.48366 0.76875 3.81700  -0.8661
C10 4.00231 1.88876 4.44033  -0.6245
C11 3.56496 3.17798 4.10156  -0.6584
C12 2.60329 3.37811 3.12899  -0.7630
C13 2.08010 2.25294 2.50044  1.1768
C14 1.12235 2.09661 1.41682  -1.0112
N3 0.61372 3.10688 0.72475  -0.4254
C15 -0.16041 2.98867 -0.33315  -0.3844
N4 -0.71345 1.84330 -0.82790  0.5315
C16 -1.47230 2.13502 -1.91342  -0.0294
N5 -2.22443 1.28759 -2.60334  -0.5839
C17 -2.14818 -0.01959 -2.49782  -0.3524
N6 -1.18554 -0.72416 -1.83116  0.9521
C18 -1.37774 -2.06520 -2.02423  -0.4936
N7 -0.59140 -3.03227 -1.60882  -0.5308
C19 -2.54960 -2.24559 -2.87654  0.3360
C20 -3.18164 -3.38382 -3.35191  -0.3495
C21 -4.32659 -3.20746 -4.11206  -0.6502
C22 -4.82446 -1.92842 -4.38428  -0.6604
C23 -4.18219 -0.79135 -3.92259  -0.2850
C24 -3.03492 -0.96852 -3.16466  0.3529
C25 -1.39508 3.56725 -2.16783  0.0118
C26 -1.92889 4.36696 -3.16818  -0.2925
C27 -1.63228 5.71850 -3.13209  -0.6489
C28 -0.82064 6.25873 -2.12746  -0.6370
C29 -0.27999 5.45881 -1.13477  -0.2441
C30 -0.57785 4.10481 -1.17127  0.0832
N8 0.94730 0.76420 1.18865  1.5961
C31 2.24327 -3.31843 0.53297  0.7020
C32 3.40193 -3.96914 0.93776  -0.3358
H1 4.68158 -5.62412 0.52731  0.4320
H2 3.30085 -6.52041 -1.30531  0.4393
H3 1.20677 -5.35813 -1.99611  0.5504
H4 3.81763 -0.22888 4.06962  0.5787
H5 4.76749 1.76751 5.19563  0.4658
H6 3.99714 4.03319 4.60401  0.4385
H7 2.27070 4.37021 2.85443  0.5784
H8 -2.79410 -4.36884 -3.12874  0.5505
H9 -4.84839 -4.07218 -4.49970  0.4299
H10 -5.73853 -1.82863 -4.95460  0.4183
H11 -4.56306 0.19977 -4.12925  0.5500
H12 -2.54322 3.94043 -3.94978  0.5457
H13 -2.03452 6.37256 -3.89441  0.4137
H14 -0.60850 7.31963 -2.13327  0.4281
H15 0.35650 5.86244 -0.35872  0.5710
H16 4.00892 -3.57488 1.74183  0.6069
C33 -0.76483 0.13352 3.77211  -0.8737
As1 -2.44556 -0.05431 2.87309  0.8254
C34 -3.48652 1.48898 3.34278  -1.1729
C35 -3.35785 -1.50845 3.73242  -1.1471
S1 -2.40358 -0.37310 0.76939  -0.4280
H17 -0.95866 0.21214 4.84147  0.5618
H18 -0.25881 1.02857 3.42242  0.1615
H19 -0.14626 -0.73865 3.57062  0.3191
H20 -3.55759 1.54944 4.42810  0.4316
H21 -4.48116 1.37683 2.91544  0.3977
H22 -3.02908 2.39325 2.94718  0.3727
H23 -3.48968 -1.26625 4.78600  0.4178
H24 -2.78523 -2.42686 3.62651  0.3734
H25 -4.32911 -1.63663 3.25856  0.4031
I1 5.53863 -1.03087 -0.58789  0.1956
C36 3.66904 -0.66568 -1.36036  -0.9573
C37 2.97685 -1.43024 -2.28236  -0.2128
N9 1.79496 -0.83387 -2.46283  -0.0266
N10 1.65919 0.27602 -1.70902  -0.0124
C38 2.81440 0.38441 -1.03853  -0.2857
H26 3.25655 -2.33392 -2.79869  0.5613
H27 1.04994 -1.10990 -3.08316  0.2818
H28 2.99695 1.21809 -0.37995  0.8678

=====

Listing energy relative to the best compared isomer or geometry (same formula, charge and spin) for the structures above in their given order: 39.7; 4.8 kcal/mol.
Listing electronic energy for the structures above in their given order: -5780.465; -137542.757 eV.